Formula: C9H14O
Source: the Open Molecules 2025 dataset
Level of theory: the ωB97M-V functional and the def2-TZVPD basis

Structure (XYZ):
```
24
Properties=species:S:1:pos:R:3:forces:R:3
C -2.136 -0.580 1.832 -0.3678 -0.1438 1.0096
C -0.918 -1.200 1.217 -0.4414 -0.9933 -2.0244
C -1.077 -2.513 0.674 1.0401 1.0465 0.9029
C -0.147 -3.088 -0.188 -1.5673 0.9579 1.0443
C 0.942 -2.321 -0.639 0.0227 -1.6057 -0.2327
O 1.729 -2.957 -1.571 0.2691 0.5984 -0.1897
C 1.162 -1.079 -0.103 -0.8577 1.1721 1.2058
C 0.206 -0.536 0.774 -0.3625 0.3415 0.1407
H -2.062 -0.433 2.914 0.1628 -0.0317 -0.0193
H -2.963 -1.279 1.686 -0.0605 0.1108 0.0743
H -2.477 0.376 1.437 0.4128 0.0431 -0.3378
H -1.944 -3.065 1.013 -0.0560 -0.2481 -0.2590
H -0.495 -4.072 -0.466 1.0210 -0.1823 -0.7693
H 2.154 -2.295 -2.134 0.0343 -0.1817 0.2484
H 1.940 -0.331 -0.186 0.6552 -0.8109 -1.0908
H 0.321 0.519 1.005 0.1062 -0.0661 0.2962
C 0.035 3.280 -0.667 -0.0202 0.9984 -0.6232
C 1.459 2.881 -1.090 -1.2821 0.1765 -0.8648
H -0.452 3.972 -1.369 0.3800 -0.1750 -0.2986
H -0.646 2.433 -0.644 0.0409 -0.0441 0.6514
H 0.087 3.921 0.213 -0.3484 -0.7480 0.5527
H 1.478 2.816 -2.181 0.2139 -0.0661 0.0289
H 2.141 3.672 -0.800 0.4446 -0.3490 0.2159
H 1.665 1.879 -0.727 0.5604 0.2007 0.3387
```
Positions in Å, forces in eV/Å.

Computed properties:
Energy relative to the best compared isomer or geometry (same formula, charge and spin): 96.8 kJ/mol
E_tot: -11606.633 eV
SMILES string: Cc1ccc(O)cc1.CC

For reference, the Löwdin charges in units of e are: C -0.06; C -0.27; C -0.04; C -0.01; C -0.32; O 0.04; C -0.03; C -0.06; H 0.08; H 0.07; H 0.08; H 0.10; H 0.11; H 0.11; H 0.10; H 0.10; C -0.17; C -0.15; H 0.06; H 0.05; H 0.06; H 0.06; H 0.06; H 0.03

Formula: C5H7Cl
Source: the Open Molecules 2025 dataset
Level of theory: the ωB97M-V functional and the def2-TZVPD basis

Structure (XYZ):
```
13
Properties=species:S:1:pos:R:3:forces:R:3
C -1.107 -0.937 0.798 1.5130 1.7829 -2.8098
C -1.359 0.035 -0.132 0.5973 -1.6514 0.4748
Cl -3.122 0.329 -0.325 1.0236 0.6444 -0.2618
C -0.376 0.573 -1.091 0.4100 0.7522 0.1304
C 0.966 0.671 -0.855 -0.6359 -2.5827 -1.0582
C 1.472 0.199 0.487 2.0466 -0.2700 2.9754
H -2.005 -1.109 1.254 -1.5771 -1.6073 1.9151
H -0.141 -1.493 0.858 -1.4468 0.6643 0.2882
H -0.748 0.950 -2.037 -0.1329 -0.2720 -0.0517
H 1.611 0.666 -1.820 -0.8101 0.8134 2.0900
H 2.555 0.688 0.810 -2.9675 -0.9665 -0.8163
H 1.640 -0.954 0.782 -0.0957 2.2695 -1.6436
H 0.615 0.383 1.272 2.0755 0.4232 -1.2326
```
Positions in Å, forces in eV/Å.

Computed properties:
Energy relative to the best compared isomer or geometry (same formula, charge and spin): 237.7 kJ/mol
E_tot: -17818.015 eV
SMILES string: C=C(Cl)/C=C\C

For reference, the Löwdin charges in units of e are: C -0.03; C -0.67; Cl 0.59; C -0.15; C -0.16; C -0.18; H 0.00; H 0.07; H 0.09; H 0.13; H 0.11; H 0.10; H 0.08

Formula: C38H31NO5SbTa
Source: the Open Molecules 2025 dataset
Level of theory: the ωB97M-V functional and the def2-TZVPD basis

Structure (XYZ):
```
77
Properties=species:S:1:pos:R:3:forces:R:3
Ta -1.189 -0.638 0.854 0.0513 0.2750 0.1281
O -3.218 -4.901 3.938 0.0185 -0.0205 0.0102
C -2.596 -4.122 3.300 -0.0488 0.0563 -0.0248
C -2.482 -4.068 1.756 0.0407 -0.0568 -0.0217
O -2.999 -4.762 0.941 -0.0167 0.0061 0.0122
C -1.561 -2.916 1.473 -0.1904 0.0231 0.0050
C -1.187 -2.263 2.619 -0.1644 0.1000 0.0490
O -0.519 -1.073 2.621 0.1280 -0.1303 0.0629
C -1.805 -2.903 3.837 0.0621 -0.0054 0.0373
O -1.693 -2.519 4.955 -0.0196 0.0018 0.0029
O -1.281 -2.441 0.210 0.1378 0.1225 0.0039
C 1.515 -3.632 -0.558 0.0011 -0.0518 0.0348
C 2.583 -3.007 0.300 -0.0672 0.0201 -0.0542
C 3.517 -3.846 0.905 0.0386 0.0051 0.0408
C 4.538 -3.347 1.697 -0.0233 0.0171 -0.0107
C 4.662 -1.979 1.895 0.0076 -0.0484 -0.0053
C 3.751 -1.121 1.307 0.0300 0.0546 0.0134
C 2.712 -1.631 0.524 0.1236 -0.0937 -0.0361
Sb 1.431 -0.198 -0.326 -0.2747 0.0594 0.0424
C 1.452 -0.390 -2.412 0.0297 0.0017 -0.1006
C 2.387 -1.288 -2.927 0.0232 -0.0059 0.0195
C 2.454 -1.499 -4.293 -0.0233 0.0205 -0.0210
C 1.580 -0.819 -5.131 0.0032 0.0051 0.0218
C 0.661 0.077 -4.610 0.0311 -0.0247 -0.0284
C 0.581 0.321 -3.241 -0.0111 0.0086 0.0492
C -0.383 1.362 -2.742 0.0064 -0.0043 -0.0203
C 2.026 1.611 0.567 0.0377 0.0109 0.1022
C 1.950 1.561 1.966 -0.0688 -0.0079 0.0369
C 2.305 2.657 2.728 0.0050 0.0385 -0.0160
C 2.730 3.816 2.085 -0.0016 -0.0188 -0.0084
C 2.815 3.855 0.705 0.0065 0.0076 0.0098
C 2.479 2.754 -0.090 -0.0141 0.0136 -0.0773
C 2.679 2.858 -1.576 -0.0066 -0.0060 0.0039
H 0.780 -4.160 0.052 0.0074 0.0026 0.0053
H 1.954 -4.374 -1.225 0.0090 0.0152 -0.0079
H 0.983 -2.918 -1.185 -0.0402 0.0499 -0.0082
H 3.443 -4.914 0.739 -0.0088 0.0002 -0.0035
H 5.246 -4.028 2.149 0.0034 -0.0007 0.0027
H 5.468 -1.580 2.495 0.0036 -0.0007 0.0013
H 3.864 -0.055 1.454 0.0121 -0.0393 -0.0105
H 3.070 -1.816 -2.272 -0.0018 -0.0085 0.0137
H 3.182 -2.187 -4.699 0.0017 -0.0007 0.0003
H 1.621 -0.982 -6.200 -0.0039 0.0019 -0.0028
H -0.004 0.612 -5.277 -0.0049 0.0028 0.0048
H -0.067 2.359 -3.054 0.0058 0.0024 -0.0189
H -0.462 1.387 -1.651 0.0174 -0.0038 -0.0001
H -1.382 1.195 -3.144 0.0027 -0.0059 -0.0128
H 1.641 0.651 2.475 -0.0244 0.0140 -0.0127
H 2.267 2.606 3.808 -0.0039 0.0029 -0.0002
H 3.012 4.686 2.663 -0.0021 -0.0001 0.0062
H 3.167 4.755 0.217 0.0007 0.0026 0.0000
H 3.746 2.869 -1.807 -0.0003 0.0028 -0.0005
H 2.259 3.789 -1.956 -0.0032 0.0061 -0.0015
H 2.235 2.033 -2.128 0.0230 0.0221 0.0228
C -4.336 0.950 -3.459 0.0055 0.0268 0.0112
C -4.002 -0.289 -2.929 0.0064 -0.0006 0.0155
C -3.423 -0.371 -1.671 -0.0677 0.0209 -0.0587
C -3.164 0.798 -0.964 -0.0942 0.0977 -0.0169
C -3.504 2.042 -1.480 -0.0433 0.0335 0.0921
C -4.098 2.110 -2.729 -0.0276 -0.0236 -0.0152
N -2.432 0.708 0.256 0.1383 -0.5481 -0.2374
C -2.672 1.484 1.433 0.1277 -0.0026 -0.0493
C -1.539 1.980 2.077 0.0066 0.0147 0.0007
C -1.666 2.558 3.339 0.0324 0.0063 0.0018
C -2.918 2.676 3.907 -0.0211 0.0111 0.0225
C -4.053 2.213 3.234 -0.0155 -0.0097 0.0013
C -3.942 1.596 2.004 0.0318 -0.0843 0.0143
H -4.802 1.013 -4.433 -0.0014 -0.0064 -0.0017
H -4.216 -1.195 -3.480 -0.0024 0.0019 -0.0033
H -3.226 -1.348 -1.238 0.0367 0.0075 0.0045
H -3.304 2.941 -0.910 0.0122 0.0031 -0.0080
H -4.377 3.071 -3.138 0.0060 0.0067 0.0079
H -0.585 2.008 1.553 0.0331 -0.0020 -0.0108
H -0.793 2.946 3.846 0.0074 -0.0063 -0.0103
H -3.029 3.144 4.876 0.0031 -0.0008 0.0027
H -5.027 2.328 3.689 -0.0078 -0.0079 -0.0084
H -4.807 1.202 1.485 -0.0110 0.0236 0.0070
```
Positions in Å, forces in eV/Å.

Computed properties:
Energy relative to the best compared isomer or geometry (same formula, charge and spin): 67.9 kJ/mol
E_tot: -59709.094 eV
Total charge: +2

For reference, the Löwdin charges in units of e are: Ta 1.80; O 0.26; C -0.20; C -0.23; O 0.23; C -0.24; C -0.24; O -0.17; C -0.23; O 0.23; O -0.20; C -0.05; C -0.30; C -0.02; C -0.03; C -0.05; C -0.11; C -0.32; Sb 1.62; C -0.35; C -0.11; C -0.05; C -0.03; C -0.02; C -0.31; C -0.05; C -0.35; C -0.19; C -0.06; C -0.03; C -0.02; C -0.27; C -0.03; H 0.09; H 0.10; H 0.04; H 0.13; H 0.12; H 0.12; H 0.09; H 0.10; H 0.12; H 0.12; H 0.13; H 0.10; H 0.02; H 0.07; H 0.09; H 0.12; H 0.12; H 0.13; H 0.11; H 0.10; H 0.04; C -0.05; C -0.05; C -0.04; C -0.31; C -0.02; C -0.04; N -0.16; C -0.33; C -0.07; C -0.03; C -0.03; C -0.02; C 0.01; H 0.12; H 0.12; H 0.10; H 0.13; H 0.12; H 0.09; H 0.12; H 0.13; H 0.13; H 0.13

We obtain orbital gap values of 9.38; 9.20; 6.68 eV for the records listed above, in that order.
We obtain strongest force on any atom values of 2.3; 3.7; 0.6 eV/Å for the records listed above, in that order.